{
  "formula": "C23H28Cl2F21NO8S2",
  "method": "ωB97M-V/def2-TZVPD",
  "species": ["C", "C", "Cl", "C", "Cl", "C", "C", "C", "C", "S", "O", "O", "O", "C", "C", "C", "O", "C", "N", "S", "O", "O", "C", "F", "F", "C", "F", "F", "F", "H", "H", "H", "H", "H", "H", "H", "H", "H", "H", "H", "H", "H", "H", "H", "H", "H", "H", "H", "H", "F", "C", "F", "C", "F", "F", "C", "O", "C", "F", "F", "C", "F", "F", "H", "H", "H", "H", "F", "C", "F", "C", "F", "F", "C", "O", "C", "F", "F", "C", "F", "F", "H", "H", "H", "H"],
  "positions_angstrom": [[7.83, 0.03, 0.58], [6.47, -0.30, 1.16], [6.66, -1.58, 2.37], [5.49, -0.60, 0.00], [4.99, 1.03, -0.58], [4.36, -1.58, 0.29], [4.63, -2.91, -0.44], [5.99, -3.50, -0.17], [4.42, -2.74, -1.95], [3.16, -1.60, -2.50], [3.73, -0.80, -3.50], [2.07, -2.35, -2.97], [2.73, -0.63, -1.32], [2.95, -1.10, 0.01], [1.93, -2.24, 0.25], [0.46, -2.01, -0.07], [0.06, -0.66, -0.20], [-0.38, -2.71, 1.04], [-1.29, -3.74, 0.55], [2.59, 0.18, 1.33], [3.74, 0.42, 2.11], [1.53, -0.27, 2.15], [2.09, 1.85, 0.65], [1.68, 1.85, -0.60], [3.09, 2.68, 0.74], [0.94, 2.50, 1.48], [-0.19, 1.94, 1.26], [1.22, 2.62, 2.74], [0.84, 3.73, 0.98], [7.77, 0.92, -0.02], [8.11, -0.80, -0.05], [8.56, 0.09, 1.36], [6.09, 0.57, 1.65], [6.08, -0.95, -0.82], [4.33, -1.86, 1.33], [3.94, -3.63, -0.03], [6.10, -4.35, -0.83], [6.02, -3.87, 0.84], [6.81, -2.84, -0.37], [5.36, -2.45, -2.39], [4.18, -3.70, -2.35], [2.09, -2.57, 1.26], [2.22, -3.08, -0.36], [0.19, -2.53, -0.96], [-0.46, -0.54, -0.99], [-0.96, -1.97, 1.55], [0.26, -3.16, 1.79], [-0.95, -4.18, -0.29], [-2.25, -3.47, 0.45], [-1.09, 3.73, -2.99], [-1.45, 3.21, -1.81], [-1.90, 1.94, -2.05], [-2.55, 4.02, -1.14], [-3.67, 3.99, -1.89], [-2.84, 3.38, 0.03], [-2.22, 5.48, -0.77], [-2.66, 6.48, -1.66], [-1.90, 6.84, -2.74], [-0.69, 6.25, -2.71], [-1.69, 8.18, -2.66], [-2.63, 6.57, -4.06], [-2.91, 5.26, -4.18], [-1.83, 6.93, -5.09], [-0.57, 3.14, -1.17], [-2.77, 5.67, 0.15], [-1.17, 5.60, -0.51], [-3.56, 7.14, -4.10], [-7.67, -3.07, 0.54], [-6.41, -3.44, 0.23], [-6.40, -4.79, 0.10], [-5.42, -3.04, 1.33], [-5.71, -3.69, 2.47], [-4.20, -3.50, 0.92], [-5.28, -1.54, 1.61], [-6.01, -1.04, 2.72], [-7.32, -0.65, 2.59], [-7.72, -0.67, 1.31], [-7.41, 0.63, 3.02], [-8.24, -1.50, 3.48], [-8.16, -2.80, 3.13], [-9.52, -1.10, 3.31], [-6.13, -3.00, -0.73], [-4.24, -1.39, 1.89], [-5.44, -0.94, 0.72], [-7.96, -1.39, 4.53]],
  "homo_lumo_gap_ev": 9.41,
  "charge": 0,
  "smiles": "C[C@H](Cl)[C@H](Cl)[C@@H]1[C@H](C)CS(=O)(=O)O[C@]1(C[C@H](O)CN)S(=O)(=O)C(F)(F)C(F)(F)F.FC(F)C(F)(F)COC(F)(F)C(F)F.FC(F)C(F)(F)COC(F)(F)C(F)F"
}

***

{
  "formula": "C24H43N4O6OsSSi3",
  "method": "ωB97M-V/def2-TZVPD",
  "species": ["Os", "N", "C", "C", "C", "C", "C", "C", "S", "O", "O", "N", "C", "N", "C", "C", "C", "N", "H", "H", "H", "H", "H", "H", "H", "H", "H", "C", "O", "Si", "C", "C", "C", "Si", "C", "C", "C", "Si", "C", "C", "C", "H", "H", "H", "H", "H", "H", "H", "H", "H", "H", "H", "H", "H", "H", "H", "H", "H", "H", "H", "H", "H", "H", "H", "H", "H", "H", "H", "C", "C", "C", "O", "C", "O", "O", "H", "H", "H", "H", "H", "H", "H"],
  "positions_angstrom": [[-0.10, 0.52, 0.43], [-0.48, 4.49, 7.81], [-0.57, 3.55, 6.84], [0.44, 2.58, 6.69], [0.37, 1.64, 5.69], [-0.71, 1.66, 4.80], [-1.73, 2.60, 4.95], [-1.66, 3.53, 5.95], [-0.81, 0.45, 3.59], [-2.15, 0.42, 3.04], [-0.17, -0.76, 4.00], [0.10, 0.99, 2.24], [1.47, 1.31, 2.25], [1.77, 1.42, 0.83], [3.08, 0.74, 0.63], [4.05, 1.37, 1.59], [3.61, 1.68, 2.81], [2.28, 1.39, 3.20], [0.20, 4.39, 8.54], [-1.28, 5.07, 8.02], [1.28, 2.57, 7.38], [1.14, 0.89, 5.58], [-2.59, 2.57, 4.29], [-2.46, 4.26, 6.07], [2.91, -0.30, 0.94], [5.08, 1.54, 1.30], [4.23, 2.12, 3.57], [0.43, -0.88, -2.69], [-0.11, 0.15, -1.84], [-0.36, 1.76, -2.32], [1.03, 2.27, -3.44], [-1.92, 1.79, -3.33], [-0.39, 2.39, -0.55], [1.20, 3.07, 0.15], [2.46, 3.93, -0.92], [3.53, 0.72, -0.82], [1.06, 4.16, 1.66], [-1.99, 3.36, -0.19], [-3.55, 2.42, -0.65], [-2.20, 3.78, 1.62], [-1.85, 4.95, -1.17], [1.33, -0.51, -3.19], [-0.32, -1.16, -3.43], [0.69, -1.74, -2.08], [0.85, 1.86, -4.44], [2.01, 1.94, -3.11], [1.05, 3.36, -3.55], [-1.69, 1.34, -4.30], [-2.29, 2.80, -3.52], [-2.72, 1.22, -2.87], [2.74, 3.44, -1.85], [3.37, 4.11, -0.33], [2.04, 4.91, -1.17], [4.39, 0.05, -0.91], [2.74, 0.33, -1.46], [3.84, 1.70, -1.17], [0.67, 5.14, 1.38], [2.07, 4.32, 2.05], [0.44, 3.77, 2.46], [-4.33, 2.69, 0.05], [-3.42, 1.34, -0.60], [-3.91, 2.67, -1.65], [-2.06, 2.89, 2.24], [-3.23, 4.12, 1.77], [-1.54, 4.57, 1.98], [-1.74, 4.78, -2.24], [-0.99, 5.54, -0.84], [-2.74, 5.57, -1.03], [-2.72, -2.12, -1.08], [-1.97, -1.84, 0.21], [-2.58, -2.56, 1.40], [-2.03, -0.39, 0.43], [-0.51, -2.28, 0.07], [-0.23, -3.41, -0.19], [0.44, -1.34, 0.25], [-3.77, -1.87, -0.96], [-2.62, -3.17, -1.34], [-2.31, -1.52, -1.90], [-3.62, -2.25, 1.52], [-2.03, -2.34, 2.32], [-2.55, -3.63, 1.23], [-2.37, -0.22, 1.33]],
  "homo_lumo_gap_ev": [6.95, 6.95],
  "charge": 1
}

***

{
  "formula": "C21H31F12O8",
  "method": "ωB97M-V/def2-TZVPD",
  "species": ["C", "C", "C", "C", "C", "H", "H", "H", "H", "H", "H", "H", "H", "H", "H", "H", "C", "C", "O", "C", "O", "C", "F", "F", "F", "H", "H", "H", "H", "H", "C", "C", "O", "C", "O", "C", "F", "F", "F", "H", "H", "H", "H", "H", "C", "C", "O", "C", "O", "C", "F", "F", "F", "H", "H", "H", "H", "H", "C", "C", "O", "C", "O", "C", "F", "F", "F", "H", "H", "H", "H", "H"],
  "positions_angstrom": [[7.73, 0.40, 4.47], [6.80, 0.90, 3.33], [5.70, 1.88, 3.78], [4.29, 1.39, 3.52], [5.91, 3.29, 3.21], [8.09, 1.33, 4.95], [7.04, -0.03, 5.22], [6.38, 0.02, 2.87], [7.47, 1.38, 2.62], [5.81, 1.98, 4.85], [3.60, 2.23, 3.51], [4.18, 0.91, 2.56], [3.94, 0.70, 4.26], [5.84, 4.05, 3.99], [6.88, 3.39, 2.77], [5.15, 3.55, 2.48], [-0.10, -1.92, -0.04], [1.14, -2.74, 0.23], [2.33, -2.13, -0.31], [2.81, -1.10, 0.37], [2.31, -0.61, 1.33], [4.14, -0.66, -0.26], [4.07, -0.63, -1.61], [5.11, -1.53, 0.05], [4.52, 0.54, 0.16], [-0.22, -1.71, -1.11], [-0.97, -2.45, 0.32], [-0.05, -0.96, 0.48], [1.08, -3.71, -0.26], [1.26, -2.91, 1.30], [-6.47, -5.88, -0.57], [-6.40, -4.46, -0.05], [-5.07, -3.91, -0.19], [-4.77, -3.46, -1.40], [-5.47, -3.46, -2.36], [-3.35, -2.87, -1.37], [-2.48, -3.67, -0.73], [-3.37, -1.71, -0.71], [-2.89, -2.66, -2.60], [-5.72, -6.50, -0.09], [-7.45, -6.30, -0.38], [-6.28, -5.91, -1.64], [-6.60, -4.44, 1.02], [-7.12, -3.81, -0.54], [-4.27, 3.76, 2.37], [-4.17, 3.38, 0.91], [-4.47, 1.99, 0.70], [-5.75, 1.68, 0.68], [-6.67, 2.42, 0.81], [-5.91, 0.17, 0.46], [-5.07, -0.52, 1.23], [-5.68, -0.17, -0.81], [-7.15, -0.23, 0.75], [-3.62, 3.11, 2.97], [-3.96, 4.79, 2.52], [-5.28, 3.64, 2.74], [-3.16, 3.52, 0.55], [-4.82, 4.00, 0.29], [3.21, 2.14, -3.46], [2.47, 0.87, -3.81], [1.09, 1.15, -4.17], [0.90, 1.57, -5.40], [1.74, 1.76, -6.23], [-0.60, 1.77, -5.66], [-1.18, 2.42, -4.65], [-1.20, 0.58, -5.78], [-0.80, 2.46, -6.77], [2.69, 2.68, -2.67], [4.22, 1.91, -3.13], [3.28, 2.81, -4.32], [2.43, 0.22, -2.96], [2.95, 0.33, -4.62]],
  "homo_lumo_gap_ev": 2.49,
  "charge": -1
}

***

{
  "formula": "CH9NaO8",
  "method": "ωB97M-V/def2-TZVPD",
  "species": ["Na", "O", "H", "C", "O", "O", "O", "O", "H", "H", "O", "H", "H", "O", "H", "H", "O", "H", "H"],
  "positions_angstrom": [[2.52, 9.59, 14.33], [1.49, 11.77, 14.69], [1.88, 12.54, 14.29], [4.40, 7.35, 13.57], [4.39, 6.08, 13.31], [4.01, 7.80, 14.73], [4.83, 8.22, 12.66], [3.17, 9.36, 11.44], [3.93, 8.82, 11.83], [2.50, 8.71, 11.26], [0.56, 8.18, 13.31], [0.84, 8.09, 12.39], [-0.30, 8.62, 13.27], [2.01, 11.47, 17.39], [1.89, 11.35, 16.41], [1.61, 12.32, 17.55], [5.29, 10.68, 13.26], [5.13, 9.71, 13.10], [5.89, 10.70, 14.01]],
  "homo_lumo_gap_ev": 4.52,
  "charge": -2
}

***

{
  "formula": "C24H66BO31",
  "method": "ωB97M-V/def2-TZVPD",
  "species": ["O", "C", "O", "B", "O", "C", "O", "O", "C", "O", "C", "O", "O", "O", "H", "H", "O", "H", "H", "O", "H", "H", "C", "C", "O", "O", "H", "H", "H", "H", "H", "H", "C", "C", "O", "O", "H", "H", "H", "H", "H", "H", "C", "C", "O", "O", "H", "H", "H", "H", "H", "H", "C", "C", "O", "O", "H", "H", "H", "H", "H", "H", "C", "C", "O", "O", "H", "H", "H", "H", "H", "H", "C", "C", "O", "O", "H", "H", "H", "H", "H", "H", "C", "C", "O", "O", "H", "H", "H", "H", "H", "H", "C", "C", "O", "O", "H", "H", "H", "H", "H", "H", "C", "C", "O", "O", "H", "H", "H", "H", "H", "H", "C", "C", "O", "O", "H", "H", "H", "H", "H", "H"],
  "positions_angstrom": [[0.88, 1.20, -0.22], [-0.32, 0.86, -0.14], [-0.96, 0.31, -1.15], [-2.25, -0.28, -0.70], [-2.34, 0.04, 0.73], [-1.26, 0.74, 1.08], [-1.03, 1.30, 2.16], [-2.29, -1.70, -0.84], [-3.27, -2.10, -1.53], [-3.53, -3.28, -1.73], [-4.14, -0.85, -1.89], [-3.51, 0.14, -1.41], [-5.23, -0.89, -2.47], [-7.29, -3.55, -7.75], [-7.60, -2.90, -8.38], [-7.50, -3.18, -6.89], [-7.92, -7.62, -1.46], [-7.26, -6.97, -1.71], [-8.74, -7.13, -1.42], [-5.25, 1.45, -6.59], [-5.50, 1.12, -7.45], [-5.92, 1.11, -6.00], [-0.96, 4.09, 10.11], [-0.31, 4.47, 11.45], [0.76, 5.43, 11.24], [-0.09, 3.25, 9.36], [-1.32, 4.96, 9.55], [-1.88, 3.57, 10.38], [0.11, 3.59, 11.93], [-1.09, 4.82, 12.12], [0.38, 6.17, 10.76], [-0.45, 3.16, 8.48], [9.06, 2.90, 0.68], [10.38, 3.63, 0.44], [11.50, 2.83, 0.64], [8.01, 3.83, 0.53], [9.02, 2.42, 1.66], [8.91, 2.09, -0.03], [10.44, 4.43, 1.19], [10.56, 4.13, -0.51], [11.88, 2.95, 1.51], [7.26, 3.25, 0.39], [2.29, -4.16, 2.57], [2.98, -4.44, 1.20], [4.24, -3.74, 1.33], [3.03, -4.46, 3.77], [1.36, -4.72, 2.59], [2.03, -3.11, 2.69], [2.43, -4.22, 0.29], [3.19, -5.51, 1.25], [4.93, -4.37, 1.11], [3.80, -3.89, 3.71], [-3.46, -9.37, 1.34], [-3.13, -10.20, 2.53], [-4.37, -10.62, 3.08], [-2.34, -8.93, 0.67], [-3.94, -8.45, 1.67], [-4.19, -9.89, 0.72], [-2.56, -9.66, 3.29], [-2.51, -11.05, 2.25], [-4.99, -10.74, 2.36], [-2.60, -8.25, 0.05], [-0.46, 7.86, 1.73], [-0.58, 7.36, 0.28], [-1.84, 6.81, 0.10], [-0.72, 9.26, 1.75], [0.52, 7.63, 2.13], [-1.27, 7.50, 2.36], [0.16, 6.58, 0.07], [-0.36, 8.09, -0.50], [-1.98, 6.71, -0.84], [-1.09, 9.45, 2.61], [0.10, -7.85, -5.55], [-0.54, -6.64, -6.31], [-0.61, -6.92, -7.68], [1.39, -8.07, -5.97], [-0.45, -8.77, -5.79], [0.18, -7.71, -4.48], [0.01, -5.71, -6.13], [-1.56, -6.43, -5.99], [-0.57, -6.06, -8.10], [1.31, -8.42, -6.86], [-1.26, 5.42, -5.93], [-0.22, 4.30, -5.87], [0.61, 4.33, -7.00], [-2.43, 5.08, -5.25], [-1.54, 5.65, -6.96], [-0.85, 6.36, -5.58], [-0.73, 3.35, -5.75], [0.33, 4.35, -4.93], [1.30, 3.69, -6.87], [-2.75, 4.32, -5.74], [4.20, -1.95, -6.32], [4.03, -2.33, -4.82], [4.92, -1.56, -4.01], [3.70, -0.65, -6.57], [3.73, -2.71, -6.94], [5.23, -2.15, -6.61], [4.08, -3.41, -4.68], [3.00, -2.20, -4.49], [4.54, -1.71, -3.14], [4.17, -0.15, -5.90], [5.18, 2.68, 5.59], [4.85, 1.21, 5.12], [5.44, 0.28, 5.92], [4.78, 2.99, 6.89], [4.79, 3.44, 4.90], [6.25, 2.78, 5.76], [5.35, 1.05, 4.17], [3.77, 1.14, 4.98], [5.17, 0.41, 6.83], [3.83, 3.10, 6.94], [-7.58, 4.14, 0.82], [-6.88, 4.01, 2.20], [-5.91, 4.99, 2.44], [-8.42, 5.32, 0.70], [-8.21, 3.29, 0.60], [-6.85, 4.22, 0.01], [-6.46, 3.00, 2.28], [-7.52, 4.08, 3.08], [-5.33, 5.03, 1.67], [-8.07, 6.15, 1.02]],
  "homo_lumo_gap_ev": 9.12,
  "charge": -1
}

***

{
  "formula": "H3N2O3S",
  "method": "ωB97M-V/def2-TZVPD",
  "species": ["N", "N", "O", "O", "O", "S", "H", "H", "H"],
  "positions_angstrom": [[0.80, 1.39, -1.19], [-0.01, 2.12, -0.58], [0.07, 0.78, 2.12], [1.74, -0.70, 0.87], [0.12, -1.73, 2.32], [0.30, -0.75, 1.20], [0.74, 1.46, 1.95], [1.06, 0.63, -0.54], [-0.11, 2.89, -1.31]],
  "homo_lumo_gap_ev": [7.79, 6.48],
  "multiplicity": 3,
  "charge": -1
}

***

{
  "formula": "C33H56BN7NiO3P2",
  "method": "ωB97M-V/def2-TZVPD",
  "species": ["Ni", "C", "C", "C", "C", "P", "C", "N", "B", "N", "C", "P", "C", "C", "C", "C", "C", "C", "C", "C", "C", "C", "C", "C", "C", "C", "C", "C", "C", "C", "H", "H", "H", "H", "H", "H", "H", "H", "H", "H", "H", "H", "H", "H", "H", "H", "H", "H", "H", "H", "H", "H", "H", "H", "H", "H", "H", "H", "H", "H", "H", "H", "H", "H", "H", "H", "H", "H", "H", "H", "H", "H", "H", "H", "C", "N", "C", "C", "N", "C", "H", "H", "H", "H", "H", "H", "O", "N", "O", "O", "N", "C", "C", "C", "N", "C", "C", "H", "H", "H", "H", "H", "H"],
  "positions_angstrom": [[0.59, -0.04, 0.01], [0.96, -0.62, 5.17], [1.30, 0.29, 3.93], [2.75, 0.83, 4.13], [0.27, 1.45, 3.74], [1.02, -0.66, 2.28], [-0.37, -1.82, 2.83], [-1.06, -2.15, 1.59], [-1.03, -1.19, 0.46], [-1.76, -1.99, -0.56], [-1.96, -1.49, -1.91], [-0.64, -0.16, -2.01], [-1.66, 1.26, -2.75], [-3.19, 1.40, -0.43], [-0.64, 2.41, -2.66], [-2.05, 0.98, -4.21], [0.54, -1.04, -3.27], [1.43, -0.02, -4.07], [1.47, -2.01, -2.46], [-0.26, -1.90, -4.30], [-1.99, -3.30, -0.13], [-2.38, -4.42, -0.91], [-2.30, -5.65, -0.25], [-1.99, -5.75, 1.13], [-1.58, -4.63, 1.89], [-1.56, -3.41, 1.23], [2.55, -1.84, 2.15], [2.08, -2.97, 1.18], [3.10, -2.51, 3.43], [3.65, -1.03, 1.41], [1.69, -0.43, 5.99], [0.99, -1.68, 4.91], [-0.06, -0.43, 5.57], [2.81, 1.49, 5.03], [3.06, 1.45, 3.25], [3.47, 0.00, 4.25], [0.19, 2.06, 4.68], [-0.73, 1.11, 3.49], [0.61, 2.10, 2.95], [-1.08, -1.27, 3.47], [-0.03, -2.67, 3.47], [-2.95, -0.97, -1.95], [-1.88, -2.25, -2.71], [-2.73, 2.08, 1.45], [-2.77, 0.41, -0.09], [-4.26, 1.37, -0.15], [-0.45, 2.72, -1.65], [-1.01, 3.30, -3.21], [0.33, 2.17, -3.13], [-2.74, 0.11, -4.26], [-1.17, 0.70, -4.80], [-2.48, 1.83, -4.74], [1.92, 0.74, -3.44], [0.86, 0.48, -4.86], [2.24, -0.59, -4.56], [2.08, -1.47, -1.72], [2.20, -2.49, -3.15], [0.88, -2.80, -1.97], [-1.21, -1.46, -4.59], [-0.40, -2.97, -3.94], [0.33, -1.96, -5.23], [-2.59, -4.33, -1.96], [-2.54, -6.56, -0.80], [-1.96, -6.74, 1.56], [-1.22, -4.74, 2.93], [1.31, -3.65, 1.62], [2.97, -3.57, 0.90], [1.64, -2.52, 0.29], [2.38, -3.26, 3.82], [3.41, -1.79, 4.21], [4.00, -3.06, 3.14], [3.38, -0.91, 0.34], [4.65, -1.52, 1.53], [3.76, -0.03, 1.82], [4.91, 2.89, -1.48], [3.66, 2.69, -0.72], [3.19, 3.44, 0.38], [1.97, 2.96, 0.69], [1.72, 1.76, -0.14], [2.78, 1.71, -0.93], [5.43, 3.77, -1.11], [4.65, 3.01, -2.55], [5.59, 2.04, -1.35], [3.75, 4.28, 0.81], [1.25, 3.31, 1.44], [2.98, 0.98, -1.71], [-2.98, -0.52, 3.56], [-3.54, 0.41, 2.92], [-4.48, 0.19, 2.10], [-3.17, 1.66, 3.10], [-3.84, 5.37, -2.39], [-3.26, 4.22, -1.89], [-2.31, 4.42, -0.82], [-2.11, 3.60, 0.26], [-2.53, 2.34, 0.45], [-3.03, 1.65, -1.93], [-3.61, 2.97, -2.37], [-3.45, 6.27, -2.18], [-4.25, 5.27, -3.31], [-1.80, 5.37, -0.81], [-1.57, 4.04, 1.11], [-3.72, 0.91, -2.37], [-4.39, 2.89, -3.15]],
  "homo_lumo_gap_ev": [4.54, 3.45],
  "multiplicity": 3,
  "charge": 0
}